Here is C30H64AsGeN3O3SeSi3Zr as an isolated structure from the Open Molecules 2025 dataset. Energies are from ωB97M-V/def2-TZVPD.

molecular weight = 916.834 g mol⁻¹
multiplicity = 1
E = -9201.37983 Eh

Structure (XYZ):
```
107
Properties=species:S:1:pos:R:3:forces:R:3
Zr 0.59536 0.78418 -0.51268 -0.51 -0.30 -0.06
N -0.76426 2.70843 -0.07139 0.12 0.09 0.03
C 0.05340 3.93426 -0.25001 -0.30 -0.20 -0.03
C 1.51508 3.66858 0.08577 -0.03 0.11 0.13
O 2.35073 4.53037 -0.15555 -0.01 -0.05 0.17
N 1.70379 2.44261 0.62394 0.06 0.10 -0.39
C 3.09767 2.05651 0.87809 -0.20 0.07 -0.14
C 3.03121 0.64465 0.33800 0.24 -0.51 0.24
O 2.74570 0.59621 -0.93423 -0.24 -0.11 0.25
O 2.92443 -0.33688 1.08404 0.28 0.36 -0.30
H -1.12117 2.67488 0.87756 0.02 -0.03 0.00
H -1.56822 2.72056 -0.69523 -0.01 0.02 -0.04
H -0.00923 4.24595 -1.29159 0.00 -0.02 -0.04
H -0.33187 4.75556 0.35510 0.13 0.10 0.04
H 3.79524 2.69263 0.33471 0.02 0.01 -0.03
H 3.32948 2.05296 1.94148 0.03 0.00 0.04
C 4.77560 -3.14771 -0.44377 0.00 0.02 0.02
Ge 3.87825 -3.48388 -2.14218 0.00 0.02 -0.01
C 2.94611 -5.20223 -2.10319 -0.01 -0.01 -0.02
C 5.15124 -3.43583 -3.62563 0.01 -0.01 -0.02
C 2.56602 -2.03965 -2.39680 0.00 -0.01 0.05
Se 1.19796 -2.12412 -1.00113 0.01 -0.02 0.10
C -0.15827 -2.90538 -2.13797 -0.03 0.05 0.02
H 5.46840 -3.95525 -0.20241 -0.01 0.01 0.00
H 4.04459 -3.05893 0.36154 0.04 -0.01 -0.03
H 5.33415 -2.21145 -0.49190 -0.01 -0.02 0.01
H 3.64458 -6.00546 -1.86368 -0.02 0.01 -0.01
H 2.49241 -5.42212 -3.07150 0.01 0.00 0.03
H 2.16456 -5.19121 -1.34173 0.01 -0.01 -0.01
H 5.93344 -4.18299 -3.48157 -0.02 0.02 -0.01
H 5.62219 -2.45406 -3.69188 0.00 -0.02 0.00
H 4.64921 -3.64286 -4.57213 0.02 0.01 0.02
H 2.04151 -2.08617 -3.35076 0.01 0.00 -0.02
H 3.05214 -1.07200 -2.30221 -0.02 0.01 0.00
H 0.25218 -3.80718 -2.58683 0.00 -0.01 0.01
H -0.44257 -2.17746 -2.89372 -0.02 0.01 0.01
H -1.01701 -3.15977 -1.52260 -0.03 0.00 -0.02
C 1.48102 1.96242 -3.27542 0.07 0.07 0.00
C 0.27543 2.50105 -4.02851 -0.02 -0.05 -0.03
C 0.16284 1.75828 -5.36769 -0.01 -0.01 0.01
C -1.09044 2.48015 -3.35352 0.03 0.01 0.02
C -1.91958 3.55107 -3.65858 0.06 0.02 0.00
C -3.25545 3.57264 -3.29174 -0.02 0.01 0.00
C -3.78159 2.42312 -2.73843 -0.01 0.02 -0.01
C -3.00551 1.30009 -2.44192 0.10 -0.02 0.00
C -3.84327 0.05547 -2.13892 -0.04 0.03 0.02
C -4.65703 -0.28700 -3.39796 -0.06 0.01 -0.04
C -3.13877 -1.21854 -1.70945 -0.03 0.02 0.06
C -1.58496 1.38986 -2.57006 -0.13 -0.03 -0.01
N -0.70169 0.57513 -1.88306 0.08 0.19 -0.07
H 2.40288 2.27426 -3.77205 0.01 0.01 0.02
H 1.47681 0.87588 -3.24165 0.02 -0.04 0.02
H 1.56155 2.36005 -2.25865 0.03 0.14 0.03
H 0.48253 3.55188 -4.25010 -0.01 0.02 -0.02
H -0.07431 0.70596 -5.18624 0.00 0.02 -0.01
H 1.10450 1.80693 -5.92051 -0.01 0.00 0.01
H -0.62805 2.18119 -5.98876 0.01 -0.01 0.01
H -1.49893 4.39169 -4.20166 0.01 -0.02 0.00
H -3.87796 4.43468 -3.49257 0.01 -0.01 0.01
H -4.84896 2.36974 -2.54554 0.03 0.01 0.02
H -4.56254 0.33400 -1.36291 0.00 0.01 0.07
H -3.97976 -0.52935 -4.22134 -0.02 0.00 0.02
H -5.28670 0.54276 -3.71826 0.01 -0.05 -0.01
H -5.29808 -1.15412 -3.21562 0.02 0.02 0.00
H -2.57279 -1.61699 -2.54451 0.12 -0.09 -0.11
H -3.88561 -1.96482 -1.42024 0.04 0.02 -0.02
H -2.44355 -1.06982 -0.89455 0.11 0.05 0.19
C 1.33692 2.74756 3.89554 0.06 -0.05 -0.01
Si -0.27655 1.81738 3.82769 -0.06 0.08 0.04
C -0.65162 1.21085 5.56399 -0.08 -0.11 -0.07
C -1.63357 3.02340 3.32132 0.02 0.01 -0.03
As -0.27081 0.00922 2.26510 0.10 -0.03 0.15
Si -2.50455 -0.76057 2.42668 -0.06 -0.03 -0.10
C -3.56312 0.38747 1.38441 0.03 -0.03 0.00
C -3.27920 -0.76351 4.13283 0.07 0.08 0.04
C -2.45633 -2.51334 1.75865 -0.03 0.02 -0.01
Si 0.98310 -1.60929 3.52074 0.05 -0.05 0.05
C 1.59491 -2.99539 2.44243 -0.02 -0.03 -0.03
C -0.11219 -2.37474 4.84129 0.04 0.06 0.00
C 2.44095 -0.76838 4.32984 -0.01 0.14 -0.07
H 1.24018 3.54103 4.64384 -0.01 -0.03 -0.01
H 1.56751 3.20343 2.93406 0.00 0.01 0.01
H 2.17567 2.11122 4.18592 -0.06 0.06 -0.03
H -0.74241 2.08386 6.21697 0.01 0.01 -0.02
H 0.15482 0.59094 5.95423 0.04 -0.02 0.03
H -1.57872 0.63999 5.63157 0.07 0.06 0.02
H -1.99243 3.55031 4.21015 0.03 0.00 -0.03
H -2.49695 2.54624 2.85404 0.04 0.03 0.03
H -1.24337 3.78528 2.63922 -0.03 -0.02 0.02
H -3.94094 1.21350 1.99298 0.00 -0.06 -0.04
H -4.42765 -0.15934 0.99940 -0.01 0.02 0.00
H -3.03053 0.80608 0.52917 0.01 -0.02 -0.07
H -3.41505 0.25793 4.49827 -0.02 -0.06 -0.02
H -2.70218 -1.32046 4.86939 -0.04 -0.02 0.01
H -4.27144 -1.21933 4.05957 0.02 0.00 -0.02
H -1.85581 -2.57798 0.84935 0.00 0.00 -0.01
H -3.46368 -2.86829 1.52337 0.02 0.02 0.01
H -2.02398 -3.19430 2.49636 -0.02 0.03 -0.06
H 0.77951 -3.62706 2.08251 0.02 0.02 -0.04
H 2.26268 -3.61772 3.04789 -0.05 0.00 0.01
H 2.15673 -2.62126 1.58901 -0.02 0.00 0.07
H -0.96136 -2.89878 4.40333 -0.02 -0.03 0.03
H -0.48785 -1.64980 5.56348 0.01 -0.01 0.01
H 0.48544 -3.11512 5.38371 -0.02 0.04 -0.02
H 3.10527 -0.37192 3.55809 -0.03 -0.02 0.05
H 2.99209 -1.50634 4.91996 -0.02 -0.01 -0.02
H 2.15044 0.04382 4.99812 0.02 -0.06 0.01
```
Positions in Å, forces in eV/Å.

Results of the Löwdin charge analysis, in e, for atoms 1 through 8: number 1, Zr, carries 1.378; number 2, N, carries -0.039; number 3, C, carries -0.127; number 4, C, carries -0.585; number 5, O, carries 0.033; number 6, N, carries -0.121; number 7, C, carries -0.118; number 8, C, carries -0.668